A molecular structure, C28H30F12NO5S4Tc in a non-equilibrium geometry, computed with ωB97M-V/def2-TZVPD.

Structure (ORCA input):
```
! wB97M-V def2-TZVPD RIJCOSX def2/J DEFGRID3
* xyz 2 1
C 0.847 -2.835 -2.355
N -0.652 1.325 -0.748
C -1.960 1.582 -0.712
O 1.160 0.012 -2.349
H 2.345 -2.595 3.171
C -3.874 2.996 -0.163
C -3.333 -1.873 -1.761
C 1.903 -2.169 4.068
H -4.260 3.929 0.223
C -6.227 2.153 -0.456
C -0.943 -0.523 3.021
H -1.848 3.618 -0.018
H 5.255 -2.974 0.053
C -0.992 -3.998 2.185
F -3.780 -1.907 -0.501
C 4.428 -2.583 -0.532
C 2.416 3.744 0.652
H 1.193 -3.685 -1.780
H 2.580 -2.320 4.910
C -2.882 0.617 -1.250
F -1.821 -1.482 -4.103
C 3.455 4.746 0.958
H -0.650 2.681 1.608
H 1.260 -0.207 4.770
F -3.322 0.062 -4.044
O 1.968 -1.477 -0.264
H -1.109 -4.851 1.516
H 2.703 -0.239 3.714
F -1.267 0.550 -3.664
H 3.274 5.243 1.905
C -4.235 0.841 -1.176
F -4.382 -1.859 -2.562
O -1.149 -1.026 -1.483
H -0.852 -1.140 3.917
S 3.150 -2.158 0.617
F -2.653 -2.999 -1.971
F 0.225 2.626 -3.162
H -1.401 0.428 3.305
H -6.487 2.953 0.232
F 3.460 -0.280 -3.047
F 1.517 1.522 -4.488
C 1.458 2.145 -3.330
H -4.945 0.133 -1.575
H 1.156 -4.123 2.410
F 4.188 1.688 -2.643
H -0.063 -3.093 -2.887
C -2.204 -0.369 -3.485
S 0.409 -3.126 4.470
H -6.660 2.383 -1.433
C 2.573 2.905 -0.464
F 3.750 0.345 -1.023
C -2.520 2.807 -0.250
C -1.812 -1.205 1.977
C 1.825 1.195 -2.134
C 0.237 2.789 1.002
C 3.328 0.770 -2.241
H -2.113 -0.496 1.204
H 3.465 5.500 0.165
C 1.255 3.605 1.420
H 0.210 -5.227 3.424
H -2.713 -1.602 2.448
H -1.885 -3.902 2.803
O 2.499 -3.337 1.113
H 4.451 4.306 0.966
C -2.372 -0.645 -1.945
O 3.539 -1.188 1.581
Tc 0.450 -1.198 -0.977
C 0.335 2.036 -0.200
H 1.161 4.169 2.335
C 1.605 2.012 -0.861
S 0.766 -0.174 2.425
S -1.072 -2.578 1.006
C 0.256 -4.216 3.014
H -6.685 1.221 -0.126
H 3.482 3.017 -1.031
H 4.740 -1.698 -1.067
C -4.765 2.002 -0.583
F 2.270 3.202 -3.374
H 4.042 -3.345 -1.194
H 1.588 -2.492 -3.068
C 1.716 -0.666 3.895
*
```

As for the HOMO energy (alpha / beta): -13.025 / -13.025 eV. The value obtained for the gap between HOMO and LUMO (alpha / beta) is 4.0 / 4.0 eV. The energy comes out at -119382.017 eV. The value obtained for the energy relative to the best compared isomer or geometry (same formula, charge and spin) is 272.3 kJ/mol.

A molecular structure, C28H30FeN5O6, computed with ωB97M-V/def2-TZVPD.

Structure (ORCA input):
```
! wB97M-V def2-TZVPD RIJCOSX def2/J DEFGRID3
* xyz -1 5
C 2.962 -0.837 -1.313
H 3.840 2.101 -2.753
H -5.443 -3.139 -0.756
O -4.762 -1.068 -0.058
H 4.329 -2.315 -0.610
H -0.685 -5.017 -0.199
H 2.812 -1.347 1.476
H 1.922 3.024 -6.244
O -1.245 -1.322 2.722
C -3.389 -2.868 -0.214
N -1.152 -2.568 0.289
C 1.434 0.928 -2.124
C -1.428 2.113 3.783
C 3.937 1.117 -2.315
C -1.085 -0.322 3.424
H 2.224 0.852 1.024
H -2.074 -5.227 -1.282
C 1.076 1.914 -3.142
H 2.600 1.378 -4.562
C -1.853 3.366 3.261
H -0.604 2.630 -2.023
H -0.023 4.507 -5.834
C 2.512 -1.235 3.616
H 6.072 1.178 -2.370
H 1.153 -1.131 1.937
C 0.281 3.785 -5.087
C -2.583 2.201 1.256
N -3.512 -1.639 0.160
H -4.523 -0.130 -0.232
N 1.506 -2.178 4.144
H 0.167 -1.215 4.488
H -4.276 -3.917 -1.840
N -2.140 0.984 1.750
C -3.230 2.256 -0.007
C -0.042 2.738 -2.942
H -1.290 4.289 -3.710
H -3.924 3.388 -1.308
C -1.761 -4.887 -0.292
N 2.405 0.618 1.997
H -0.968 2.014 4.752
C 2.171 -0.814 2.181
H 1.264 -2.878 3.449
O 0.048 -2.927 0.514
C 4.227 -1.349 -1.092
C 0.447 0.464 -1.266
C 5.358 -0.639 -1.479
C -4.503 -3.677 -0.800
C -0.410 0.000 -0.514
C -2.066 -3.444 -0.071
H -2.729 4.322 1.581
H -2.252 -5.531 0.445
H 2.084 -1.391 -1.003
C -0.427 3.661 -3.897
H -1.725 4.276 3.831
H 1.858 -2.662 4.963
H 2.507 -0.352 4.259
O -3.487 3.536 -0.458
H 1.711 1.138 2.528
H 3.521 -1.657 3.660
O -0.404 -0.367 4.552
H -4.595 -4.624 -0.265
C 2.787 0.407 -1.944
H 6.347 -1.041 -1.300
C -2.406 3.390 2.018
C -1.593 1.012 2.984
C 5.201 0.600 -2.085
Fe -1.718 -0.786 0.728
C 1.376 2.960 -5.310
O -3.600 1.314 -0.718
C 1.768 2.038 -4.354
*
```

As for the HOMO energy (alpha / beta): -2.916 / -4.545 eV. The value obtained for the gap between HOMO and LUMO (alpha / beta) is 5.7 / 6.8 eV. The expectation value of S² is 6.069. The energy comes out at -83643.825 eV. The value obtained for the energy relative to the best compared isomer or geometry (same formula, charge and spin) is 0.0 kJ/mol.

A single C28H30N4O4 molecule in a non-equilibrium geometry, computed with ωB97M-V/def2-TZVPD.

Structure (ORCA input):
```
! wB97M-V def2-TZVPD RIJCOSX def2/J DEFGRID3
* xyz 0 1
C 0.814 -5.808 2.983
H 0.560 0.715 5.939
C 2.711 -2.203 -0.183
H 2.339 -6.772 1.580
O -0.995 0.443 -0.640
H -1.125 0.490 1.942
H 3.738 -1.899 -2.472
H -2.855 3.300 -3.928
H 0.914 -0.526 4.948
C 1.452 0.149 1.017
O 2.257 -2.300 -1.278
C -0.830 0.049 3.028
C 0.599 -3.442 2.705
C -0.296 1.359 -3.922
H -1.823 -0.591 3.267
H 3.006 1.641 1.335
C 1.764 -2.247 0.991
H 1.684 0.139 -0.039
C -3.163 4.746 -0.805
H -3.583 1.315 -0.351
H -2.834 6.030 -0.838
C -4.141 4.477 0.160
H -0.712 -0.348 5.663
H -0.554 -4.585 4.147
C -2.330 4.096 -1.487
H -1.689 4.572 -2.137
H 0.598 1.038 1.206
H 0.565 -0.989 -1.633
C 1.833 -1.101 -3.154
N 0.870 -0.562 -2.668
H 1.057 0.662 -5.414
H -4.611 5.294 0.781
C -2.664 2.628 -1.523
H -2.663 2.065 -5.025
C -4.030 2.936 0.247
C 1.204 -1.001 1.559
C 1.464 -3.333 1.829
H 2.879 -4.740 0.559
C 0.010 -1.282 2.556
C 2.857 0.825 1.583
H -0.543 1.131 -5.968
C 1.924 -5.950 1.812
C 0.346 1.616 -5.345
H 2.414 -2.985 -2.921
C 0.124 0.150 5.093
N -1.743 1.911 -2.170
H 0.331 -6.852 3.320
C -0.313 0.988 3.798
H 0.576 1.468 3.431
N -0.360 -2.519 3.125
C -0.947 0.788 -1.958
C 0.015 0.557 -2.766
N -1.275 2.324 -3.372
O 2.281 -0.550 -4.231
H 0.450 2.494 -5.479
C 2.574 -2.082 -2.518
C 0.298 -4.702 3.355
H -4.860 2.773 1.089
H 2.627 0.539 2.733
O 3.781 -2.025 -0.117
H -1.589 3.474 -5.207
C -3.326 2.229 -0.527
H -1.010 1.718 3.969
H 3.717 0.099 1.535
C -2.065 2.880 -4.515
C 2.296 -4.714 1.308
*
```

As for the HOMO energy: -8.055 eV. The value obtained for the gap between HOMO and LUMO is 7.7 eV. The energy comes out at -43649.268 eV. The value obtained for the energy relative to the best compared isomer or geometry (same formula, charge and spin) is 2475.8 kJ/mol. The SMILES is CCCc1nc2ccccc2c(C(=O)OCC(=O)Nc2c(C)n(C)n(-c3ccccc3)c2=O)c1CC.

energy relative to the best compared isomer or geometry (same formula, charge and spin) of number 2 (C28H30FeN5O6)? 0.0 kJ/mol

What is the energy in the third record? -43649.268 eV

Copy entry 3 word for word.
A single C28H30N4O4 molecule in a non-equilibrium geometry, computed with ωB97M-V/def2-TZVPD.

Structure (ORCA input):
```
! wB97M-V def2-TZVPD RIJCOSX def2/J DEFGRID3
* xyz 0 1
C 0.814 -5.808 2.983
H 0.560 0.715 5.939
C 2.711 -2.203 -0.183
H 2.339 -6.772 1.580
O -0.995 0.443 -0.640
H -1.125 0.490 1.942
H 3.738 -1.899 -2.472
H -2.855 3.300 -3.928
H 0.914 -0.526 4.948
C 1.452 0.149 1.017
O 2.257 -2.300 -1.278
C -0.830 0.049 3.028
C 0.599 -3.442 2.705
C -0.296 1.359 -3.922
H -1.823 -0.591 3.267
H 3.006 1.641 1.335
C 1.764 -2.247 0.991
H 1.684 0.139 -0.039
C -3.163 4.746 -0.805
H -3.583 1.315 -0.351
H -2.834 6.030 -0.838
C -4.141 4.477 0.160
H -0.712 -0.348 5.663
H -0.554 -4.585 4.147
C -2.330 4.096 -1.487
H -1.689 4.572 -2.137
H 0.598 1.038 1.206
H 0.565 -0.989 -1.633
C 1.833 -1.101 -3.154
N 0.870 -0.562 -2.668
H 1.057 0.662 -5.414
H -4.611 5.294 0.781
C -2.664 2.628 -1.523
H -2.663 2.065 -5.025
C -4.030 2.936 0.247
C 1.204 -1.001 1.559
C 1.464 -3.333 1.829
H 2.879 -4.740 0.559
C 0.010 -1.282 2.556
C 2.857 0.825 1.583
H -0.543 1.131 -5.968
C 1.924 -5.950 1.812
C 0.346 1.616 -5.345
H 2.414 -2.985 -2.921
C 0.124 0.150 5.093
N -1.743 1.911 -2.170
H 0.331 -6.852 3.320
C -0.313 0.988 3.798
H 0.576 1.468 3.431
N -0.360 -2.519 3.125
C -0.947 0.788 -1.958
C 0.015 0.557 -2.766
N -1.275 2.324 -3.372
O 2.281 -0.550 -4.231
H 0.450 2.494 -5.479
C 2.574 -2.082 -2.518
C 0.298 -4.702 3.355
H -4.860 2.773 1.089
H 2.627 0.539 2.733
O 3.781 -2.025 -0.117
H -1.589 3.474 -5.207
C -3.326 2.229 -0.527
H -1.010 1.718 3.969
H 3.717 0.099 1.535
C -2.065 2.880 -4.515
C 2.296 -4.714 1.308
*
```

As for the HOMO energy: -8.055 eV. The value obtained for the gap between HOMO and LUMO is 7.7 eV. The energy comes out at -43649.268 eV. The value obtained for the energy relative to the best compared isomer or geometry (same formula, charge and spin) is 2475.8 kJ/mol. The SMILES is CCCc1nc2ccccc2c(C(=O)OCC(=O)Nc2c(C)n(C)n(-c3ccccc3)c2=O)c1CC.